1.
{
  "formula": "C2H7N2O2",
  "method": "ωB97M-V/def2-TZVPD",
  "total_energy_ha": -339.998310,
  "e_above_lowest_kcal_mol": 114.1,
  "orbital_gap_ev": 10.8271,
  "lumo_ev": -3.52,
  "total_charge": 1,
  "max_force_ha_per_bohr": 0.1106,
  "species": ["C", "C", "N", "N", "O", "O", "H", "H", "H", "H", "H", "H", "H"],
  "positions_angstrom": [[-0.602, 0.602, 0.009], [-0.449, -0.916, 0.279], [0.528, 1.285, 0.225], [1.039, -1.218, 0.304], [0.712, 0.870, -1.185], [-1.797, 1.013, -0.374], [-0.950, -1.578, -0.482], [-0.954, -0.921, 1.233], [0.364, 2.360, 0.113], [1.566, -0.494, 0.713], [1.113, -0.848, -0.735], [1.360, -2.137, 0.207], [-1.929, 1.983, -0.304]],
  "lowdin_charge": [-0.405, -0.011, 0.011, 0.201, -0.125, 0.184, 0.175, 0.140, 0.196, 0.128, 0.183, 0.151, 0.173]
}

---

2.
{
  "formula": "C2H7N2O2",
  "method": "ωB97M-V/def2-TZVPD",
  "smiles": "NC([NH3+])=C(O)O",
  "total_energy_ha": -340.093705,
  "e_above_lowest_kcal_mol": 54.2,
  "orbital_gap_ev": 9.1368,
  "lumo_ev": -3.43,
  "total_charge": 1,
  "max_force_ha_per_bohr": 0.1014,
  "species": ["N", "C", "N", "C", "O", "O", "H", "H", "H", "H", "H", "H", "H"],
  "positions_angstrom": [[1.367, -1.045, 0.611], [0.490, -0.137, 0.127], [0.133, 1.342, 0.805], [-0.421, -0.449, -0.949], [-1.303, 0.486, -1.303], [-0.317, -1.538, -1.628], [2.334, -1.142, 0.241], [1.380, -1.124, 1.647], [0.605, 2.120, 0.349], [0.349, 1.219, 1.773], [-0.853, 1.484, 0.669], [-1.840, 0.357, -2.044], [-0.807, -1.505, -2.397]],
  "lowdin_charge": [0.074, -0.204, 0.255, -0.374, 0.139, 0.218, 0.128, 0.121, 0.157, 0.139, 0.129, 0.112, 0.106]
}

---

3.
{
  "formula": "C2H7N2OS",
  "method": "ωB97M-V/def2-TZVPD",
  "total_energy_ha": -663.009082,
  "e_above_lowest_kcal_mol": 50.5,
  "orbital_gap_ev": 9.9366,
  "lumo_ev": -3.68,
  "total_charge": 1,
  "max_force_ha_per_bohr": 0.1080,
  "species": ["C", "C", "N", "N", "O", "S", "H", "H", "H", "H", "H", "H", "H"],
  "positions_angstrom": [[1.461, 0.930, 1.792], [-1.025, 0.029, -2.015], [2.273, 0.829, 2.704], [0.879, 1.159, 0.822], [-1.242, -1.594, 0.320], [-1.485, 0.003, -0.165], [-1.990, 0.006, -2.623], [-0.292, -0.787, -2.205], [-0.607, 1.005, -2.347], [2.146, 1.321, 3.569], [3.246, 0.602, 2.333], [0.067, 0.685, 0.258], [-2.102, -1.967, 0.483]],
  "lowdin_charge": [-0.231, -0.278, 0.224, 0.263, -0.398, 0.911, 0.061, 0.059, 0.052, 0.158, 0.210, -0.068, 0.036]
}

---

4.
{
  "formula": "C2H7N2OS",
  "method": "ωB97M-V/def2-TZVPD",
  "multiplicity": 3,
  "total_energy_ha": -662.899502,
  "e_above_lowest_kcal_mol": 47.8,
  "orbital_gap_ev": [7.5982, 7.3929],
  "lumo_ev": [-4.17, -7.13],
  "total_charge": 1,
  "max_force_ha_per_bohr": 0.0664,
  "species": ["C", "C", "N", "N", "O", "S", "H", "H", "H", "H", "H", "H", "H"],
  "positions_angstrom": [[-0.531, 1.646, -0.087], [0.041, -1.972, 0.521], [-0.722, 1.522, -1.378], [0.391, 1.906, 0.776], [0.753, -1.026, -0.362], [-1.980, 0.759, -0.375], [-0.249, -2.749, -0.185], [-0.859, -1.447, 0.887], [0.630, -2.382, 1.348], [-0.162, 1.248, -2.197], [1.221, -1.528, -1.007], [0.371, 1.558, 1.715], [1.097, 2.464, 0.344]],
  "mulliken_spin": [0.043, -0.001, 0.497, -0.001, 0.000, 1.413, 0.000, 0.001, 0.002, 0.042, 0.001, 0.001, 0.002]
}

---

5.
{
  "formula": "C2H7N2S",
  "method": "ωB97M-V/def2-TZVPD",
  "multiplicity": 2,
  "total_energy_ha": -588.013588,
  "e_above_lowest_kcal_mol": 15.4,
  "orbital_gap_ev": [9.5521, 6.0166],
  "lumo_ev": [0.70, -2.81],
  "total_charge": 0,
  "max_force_ha_per_bohr": 0.0375,
  "species": ["S", "H", "C", "N", "C", "N", "H", "H", "H", "H", "H", "H"],
  "positions_angstrom": [[0.150, 1.429, 1.863], [0.227, 1.670, 3.162], [0.159, 0.990, -1.143], [-0.045, -0.485, -1.128], [-0.367, -1.103, 0.058], [-0.152, -2.366, 0.243], [-0.041, 1.355, -2.178], [-0.579, 1.441, -0.420], [1.197, 1.284, -0.792], [0.544, -1.074, -1.707], [-0.808, -0.477, 0.855], [-0.286, -2.664, 1.188]],
  "mulliken_spin": [0.998, -0.017, -0.001, 0.004, -0.002, 0.014, -0.002, -0.003, -0.001, -0.001, 0.011, 0.000]
}

---

6.
{
  "formula": "C2H7N3",
  "method": "ωB97M-V/def2-TZVPD",
  "smiles": "C/N=C/NN",
  "total_energy_ha": -244.593266,
  "e_above_lowest_kcal_mol": 51.5,
  "orbital_gap_ev": 9.8873,
  "lumo_ev": 1.15,
  "total_charge": 0,
  "max_force_ha_per_bohr": 0.0620,
  "species": ["C", "N", "C", "N", "N", "H", "H", "H", "H", "H", "H", "H"],
  "positions_angstrom": [[2.447, 0.128, 0.061], [1.120, -0.362, -0.008], [0.022, 0.294, -0.076], [-1.155, -0.422, -0.220], [-2.343, 0.290, 0.124], [2.944, 0.055, -0.904], [3.166, -0.557, 0.749], [2.490, 1.213, 0.400], [0.047, 1.380, -0.209], [-1.080, -1.393, 0.311], [-3.120, 0.227, -0.585], [-2.617, 0.002, 1.054]],
  "lowdin_charge": [-0.197, -0.075, -0.263, -0.124, -0.039, 0.054, 0.109, 0.078, 0.124, 0.175, 0.095, 0.064]
}

---

7.
{
  "formula": "C2H7N3",
  "method": "ωB97M-V/def2-TZVPD",
  "smiles": "C/N=C\\NN",
  "total_energy_ha": -244.531437,
  "e_above_lowest_kcal_mol": 90.3,
  "orbital_gap_ev": 9.9084,
  "lumo_ev": 0.96,
  "total_charge": 0,
  "max_force_ha_per_bohr": 0.1066,
  "species": ["C", "N", "C", "N", "N", "H", "H", "H", "H", "H", "H", "H"],
  "positions_angstrom": [[0.555, 1.259, -0.229], [0.811, 0.205, -1.328], [-0.171, -0.674, -1.064], [-0.877, -0.810, 0.080], [-0.322, -0.788, 1.300], [1.406, 1.460, 0.531], [-0.564, 1.188, 0.135], [0.758, 2.323, -0.721], [-0.644, -1.366, -1.861], [-1.293, -1.649, -0.163], [0.621, -1.161, 1.526], [-0.280, 0.011, 1.793]],
  "lowdin_charge": [-0.200, -0.002, -0.276, -0.140, -0.007, 0.078, 0.095, 0.085, 0.140, 0.084, 0.123, 0.020]
}

---

8.
{
  "formula": "C2H7N3",
  "method": "ωB97M-V/def2-TZVPD",
  "smiles": "[H]/N=C(\\N)CN",
  "total_energy_ha": -244.630619,
  "e_above_lowest_kcal_mol": 28.1,
  "orbital_gap_ev": 10.3826,
  "lumo_ev": 0.81,
  "total_charge": 0,
  "max_force_ha_per_bohr": 0.0791,
  "species": ["H", "N", "C", "N", "C", "N", "H", "H", "H", "H", "H", "H"],
  "positions_angstrom": [[1.422, 1.989, -0.106], [0.493, 1.491, 0.024], [0.542, 0.211, 0.038], [1.695, -0.582, 0.206], [-0.722, -0.563, -0.095], [-2.068, 0.046, 0.043], [2.501, 0.040, -0.025], [1.817, -1.477, -0.425], [-0.694, -1.415, 0.694], [-0.704, -1.018, -1.118], [-2.052, 1.099, -0.404], [-2.230, 0.179, 1.167]],
  "lowdin_charge": [0.064, 0.098, -0.556, 0.060, -0.309, -0.077, 0.089, 0.140, 0.136, 0.116, 0.118, 0.121]
}

---

9.
{
  "formula": "C2H7N3O",
  "method": "ωB97M-V/def2-TZVPD",
  "smiles": "[H]/N=N/C.NC=O",
  "total_energy_ha": -319.852708,
  "e_above_lowest_kcal_mol": 60.9,
  "orbital_gap_ev": 9.7288,
  "lumo_ev": 0.45,
  "total_charge": 0,
  "max_force_ha_per_bohr": 0.0538,
  "species": ["H", "N", "N", "C", "H", "H", "H", "N", "C", "O", "H", "H", "H"],
  "positions_angstrom": [[-0.348, 2.321, 0.160], [0.210, 1.605, 0.647], [0.932, 0.954, -0.164], [1.936, 0.138, 0.532], [2.441, 0.700, 1.323], [2.688, -0.218, -0.177], [1.438, -0.727, 0.982], [-1.598, -1.390, -0.161], [-1.533, -0.299, -0.962], [-2.439, 0.513, -1.061], [-0.783, -1.976, -0.020], [-2.393, -1.525, 0.448], [-0.550, -0.096, -1.548]],
  "lowdin_charge": [0.064, 0.060, -0.141, -0.130, 0.071, 0.066, 0.064, 0.113, -0.466, -0.023, 0.089, 0.107, 0.126]
}

---

10.
{
  "formula": "C2H7N3O",
  "method": "ωB97M-V/def2-TZVPD",
  "total_energy_ha": -319.649859,
  "e_above_lowest_kcal_mol": 188.2,
  "orbital_gap_ev": [8.0816, 8.0818],
  "lumo_ev": [0.18, 0.18],
  "total_charge": 0,
  "max_force_ha_per_bohr": 0.1038,
  "species": ["C", "C", "N", "N", "N", "O", "H", "H", "H", "H", "H", "H", "H"],
  "positions_angstrom": [[0.510, 1.243, -0.077], [-1.498, -0.316, -0.372], [0.284, -0.107, -0.598], [0.123, -1.037, 0.507], [1.869, -1.198, 0.404], [2.535, -0.593, 1.153], [-0.058, -1.960, 0.109], [0.026, 1.968, -0.738], [0.131, 1.389, 0.941], [1.582, 1.467, -0.065], [-1.710, 0.237, -1.287], [-1.932, -1.308, -0.479], [-1.863, 0.215, 0.501]],
  "lowdin_charge": [-0.157, -0.022, -0.180, -0.120, -0.010, 0.004, 0.075, 0.078, 0.080, 0.066, 0.055, 0.067, 0.065]
}

---

11.
{
  "formula": "C2H7N3O2",
  "method": "ωB97M-V/def2-TZVPD",
  "total_energy_ha": -395.186474,
  "e_above_lowest_kcal_mol": 11.6,
  "orbital_gap_ev": 9.9691,
  "lumo_ev": 0.65,
  "total_charge": 0,
  "max_force_ha_per_bohr": 0.0661,
  "species": ["N", "C", "O", "O", "H", "H", "N", "C", "N", "H", "H", "H", "H", "H"],
  "positions_angstrom": [[1.538, 0.521, -2.438], [0.705, 0.183, -1.425], [1.149, -0.479, -0.448], [-0.518, 0.613, -1.502], [1.248, 1.192, -3.166], [2.561, 0.524, -2.242], [0.152, -0.862, 1.837], [-1.065, -0.335, 1.868], [-1.714, -0.217, 0.689], [0.680, -0.690, 0.796], [0.612, -0.714, 2.730], [-1.494, 0.140, 2.784], [-2.659, 0.157, 0.767], [-1.194, -0.032, -0.248]],
  "lowdin_charge": [0.135, -0.722, -0.025, -0.083, 0.115, 0.119, 0.094, -0.224, 0.116, 0.069, 0.094, 0.144, 0.104, 0.063]
}

---

12.
{
  "formula": "C2H7N3O2",
  "method": "ωB97M-V/def2-TZVPD",
  "smiles": "C=NNC.O=NO",
  "total_energy_ha": -394.971647,
  "e_above_lowest_kcal_mol": 146.4,
  "orbital_gap_ev": 9.8566,
  "lumo_ev": 0.71,
  "total_charge": 0,
  "max_force_ha_per_bohr": 0.0821,
  "species": ["C", "N", "N", "C", "H", "H", "H", "H", "H", "H", "O", "N", "O", "H"],
  "positions_angstrom": [[-1.393, 0.076, 0.329], [-0.126, 0.293, 0.159], [0.604, 0.156, -0.954], [0.113, 0.166, -2.260], [-1.691, 0.220, 1.312], [-2.069, -0.138, -0.557], [1.407, 0.730, -0.718], [-0.831, 0.714, -2.358], [0.919, 0.734, -2.905], [-0.012, -0.871, -2.563], [0.270, -0.110, 3.795], [1.026, -0.826, 3.300], [1.118, -0.863, 2.033], [0.666, -0.282, 1.386]],
  "lowdin_charge": [0.015, -0.124, -0.133, -0.119, 0.042, 0.090, 0.138, 0.074, 0.130, 0.080, 0.015, -0.212, -0.001, 0.005]
}

---

13.
{
  "formula": "C2H7N3OP",
  "method": "ωB97M-V/def2-TZVPD",
  "smiles": "CN1[NH2+]PNC1=O",
  "total_energy_ha": -660.948598,
  "e_above_lowest_kcal_mol": 36.1,
  "orbital_gap_ev": 9.4406,
  "lumo_ev": -5.28,
  "total_charge": 1,
  "max_force_ha_per_bohr": 0.1072,
  "species": ["C", "N", "N", "P", "N", "C", "O", "H", "H", "H", "H", "H", "H", "H"],
  "positions_angstrom": [[1.532, -0.538, -0.029], [0.112, -0.306, -0.275], [-0.462, 0.955, 0.123], [-2.473, 0.635, -0.034], [-2.041, -0.963, 0.044], [-0.785, -1.483, -0.010], [-0.306, -2.560, 0.018], [2.179, 0.029, -0.863], [1.945, -0.257, 0.861], [1.751, -1.629, -0.260], [-0.321, 1.431, 1.030], [-0.281, 1.666, -0.463], [-2.200, 0.854, -1.499], [-2.801, -1.728, 0.094]],
  "lowdin_charge": [-0.036, -0.111, -0.031, 1.061, -0.224, -0.532, 0.168, 0.141, 0.049, 0.122, 0.157, 0.072, -0.016, 0.180]
}

---

14.
{
  "formula": "C2H7N3P",
  "method": "ωB97M-V/def2-TZVPD",
  "smiles": "[H]/N=N/CC[PH]#[NH+]",
  "total_energy_ha": -585.602862,
  "e_above_lowest_kcal_mol": 137.3,
  "orbital_gap_ev": 7.2030,
  "lumo_ev": -5.96,
  "total_charge": 1,
  "max_force_ha_per_bohr": 0.0663,
  "species": ["H", "N", "N", "C", "C", "P", "N", "H", "H", "H", "H", "H", "H"],
  "positions_angstrom": [[0.287, -2.823, -0.701], [-0.028, -1.760, -0.394], [-0.257, -1.061, -1.356], [-0.459, 0.304, -1.257], [-0.654, 1.041, 0.106], [0.660, 0.729, 1.337], [1.293, -0.546, 1.760], [-1.402, 0.357, -1.810], [0.222, 0.670, -1.931], [-0.835, 2.141, -0.021], [-1.646, 0.754, 0.613], [1.507, 1.808, 2.027], [1.311, -1.616, 1.627]],
  "lowdin_charge": [0.153, 0.041, -0.099, -0.269, -0.289, 0.982, -0.183, 0.142, 0.101, 0.108, 0.128, 0.090, 0.095]
}

---

15.
{
  "formula": "C2H7N3S",
  "method": "ωB97M-V/def2-TZVPD",
  "smiles": "[H]/N=[N+](\\[S-])CNC",
  "total_energy_ha": -642.704557,
  "e_above_lowest_kcal_mol": 92.9,
  "orbital_gap_ev": 7.9918,
  "lumo_ev": -0.63,
  "total_charge": 0,
  "max_force_ha_per_bohr": 0.0918,
  "species": ["H", "N", "N", "S", "C", "N", "C", "H", "H", "H", "H", "H", "H"],
  "positions_angstrom": [[1.518, -1.861, 0.781], [0.803, -1.671, 0.091], [1.098, -0.534, -0.380], [2.974, 0.322, 0.343], [0.192, 0.266, -1.126], [-0.492, 1.016, -0.013], [-1.430, 0.204, 0.708], [-0.536, -0.231, -1.728], [0.702, 0.958, -1.756], [0.300, 1.462, 0.529], [-0.933, -0.682, 0.907], [-1.935, 0.606, 1.579], [-2.261, 0.145, 0.066]],
  "lowdin_charge": [0.034, 0.128, -0.361, 0.127, -0.231, -0.085, -0.123, 0.120, 0.104, 0.100, 0.025, 0.092, 0.070]
}

---

16.
{
  "formula": "C2H7N3S",
  "method": "ωB97M-V/def2-TZVPD",
  "total_energy_ha": -642.696361,
  "e_above_lowest_kcal_mol": 98.1,
  "orbital_gap_ev": 9.8285,
  "lumo_ev": 0.71,
  "total_charge": 0,
  "max_force_ha_per_bohr": 0.1159,
  "species": ["C", "C", "H", "H", "H", "H", "H", "H", "H", "N", "N", "N", "S"],
  "positions_angstrom": [[0.368, 0.008, 1.374], [-0.349, 0.447, -0.847], [-0.005, -0.541, 2.320], [0.647, 0.981, 1.784], [1.277, -0.541, 1.047], [-1.520, 2.282, 1.097], [-0.877, 1.430, -1.259], [0.081, -2.093, -1.510], [1.728, -1.689, -2.371], [-0.807, -0.024, 0.442], [0.367, -0.011, -1.748], [1.079, -1.241, -1.448], [-1.990, 0.992, 1.119]],
  "lowdin_charge": [-0.199, -0.378, 0.091, 0.058, 0.072, -0.115, 0.128, 0.191, 0.137, -0.527, -0.095, -0.106, 0.742]
}

---

17.
{
  "formula": "C2H7N3S",
  "method": "ωB97M-V/def2-TZVPD",
  "total_energy_ha": -642.653912,
  "e_above_lowest_kcal_mol": 124.7,
  "orbital_gap_ev": [5.9318, 5.9740],
  "lumo_ev": [-2.57, -2.54],
  "total_charge": 0,
  "max_force_ha_per_bohr": 0.0972,
  "species": ["C", "C", "N", "N", "N", "S", "H", "H", "H", "H", "H", "H", "H"],
  "positions_angstrom": [[0.577, 1.420, -0.611], [0.683, -0.624, 0.966], [-0.631, -1.514, -0.688], [0.163, 0.659, 0.553], [0.316, -1.707, 0.081], [-3.114, 0.147, 0.109], [0.001, 2.449, -0.599], [1.593, 1.489, -0.551], [0.176, 0.876, -1.604], [1.701, -0.580, 1.113], [0.195, -0.841, 1.852], [-0.854, -2.336, -1.132], [-0.807, 0.562, 0.513]],
  "lowdin_charge": [-0.136, -0.239, 0.062, -0.150, -0.018, 0.139, 0.111, 0.027, 0.097, 0.092, 0.097, 0.028, -0.110]
}

---

18.
{
  "formula": "C2H7N3S",
  "method": "ωB97M-V/def2-TZVPD",
  "smiles": "CN(S)/C=N\\N",
  "total_energy_ha": -642.736676,
  "e_above_lowest_kcal_mol": 72.8,
  "orbital_gap_ev": 9.0139,
  "lumo_ev": 0.64,
  "total_charge": 0,
  "max_force_ha_per_bohr": 0.0721,
  "species": ["C", "N", "S", "C", "N", "N", "H", "H", "H", "H", "H", "H", "H"],
  "positions_angstrom": [[-0.569, 1.238, -0.374], [-0.854, -0.151, -0.031], [-2.422, -0.733, 0.073], [0.096, -1.120, -0.517], [1.342, -1.125, -0.393], [2.110, -0.249, 0.346], [-0.582, 1.958, 0.657], [-1.329, 1.756, -1.263], [0.441, 1.355, -0.802], [-2.345, -0.588, 1.514], [-0.463, -2.004, -1.021], [2.985, -0.711, 0.778], [1.589, 0.373, 1.034]],
  "lowdin_charge": [-0.201, -0.656, 0.738, -0.325, -0.072, -0.040, 0.123, 0.134, 0.048, -0.065, 0.109, 0.116, 0.091]
}

---

19.
{
  "formula": "C2H7N3S",
  "method": "ωB97M-V/def2-TZVPD",
  "smiles": "SN1CCNN1",
  "total_energy_ha": -642.725519,
  "e_above_lowest_kcal_mol": 79.8,
  "orbital_gap_ev": 9.0888,
  "lumo_ev": 0.82,
  "total_charge": 0,
  "max_force_ha_per_bohr": 0.0897,
  "species": ["S", "N", "C", "C", "N", "N", "H", "H", "H", "H", "H", "H", "H"],
  "positions_angstrom": [[-1.846, -1.315, 0.745], [-0.858, 0.228, 0.679], [-0.424, 0.655, -0.669], [1.139, 0.276, -0.642], [1.321, -0.434, 0.577], [0.297, 0.129, 1.382], [-2.954, -0.648, 1.143], [-0.713, 1.638, -0.794], [-0.805, -0.073, -1.510], [1.239, -0.512, -1.575], [1.873, 1.201, -0.685], [1.041, -1.432, 0.531], [0.095, -0.467, 2.192]],
  "lowdin_charge": [0.670, -0.482, -0.205, -0.224, -0.086, -0.172, -0.156, 0.067, 0.115, 0.147, 0.132, 0.096, 0.099]
}